# 1
The following is a quantum chemistry calculation of a 3-piece molecular cluster, C27H57N3O3 overall in a non-equilibrium geometry, from the OMol25 dataset.

The value obtained for the HOMO-LUMO gap is 8.77 eV. As for the SMILES: CC1(C)CCCC(C)(C)N1O.CC1(C)CCCC(C)(C)N1O.CC1(C)CCCC(C)(C)N1O. The calculated total energy is -39532.6420 eV. For the maximum force, the calculation gives 2.2 eV/Å. For the energy above the lowest of the compared OMol25 structures with the same formula, charge and spin, the calculation gives 23.25 kJ/mol.

Geometry (Å):
C: -11.7990 22.8635 -7.8099
C: -10.8626 22.0006 -6.9177
C: -10.1952 22.9253 -5.9091
C: -11.7811 21.0003 -6.2124
C: -11.0205 19.8397 -5.6290
C: -10.1923 19.1050 -6.7103
C: -9.2766 20.0787 -7.4519
C: -8.0270 20.3584 -6.5816
C: -8.8435 19.3618 -8.7487
N: -9.9935 21.2951 -7.8509
O: -9.0691 22.2077 -8.4242
H: -12.4828 23.4604 -7.2084
H: -11.1523 23.5273 -8.3853
H: -12.3224 22.1963 -8.4917
H: -10.9137 23.4294 -5.2620
H: -9.5818 22.3309 -5.2160
H: -9.5008 23.6629 -6.3102
H: -12.2523 21.5342 -5.3809
H: -12.6198 20.6940 -6.8434
H: -10.2969 20.2150 -4.8933
H: -11.6412 19.1415 -5.0652
H: -10.9327 18.7193 -7.4154
H: -9.6457 18.3575 -6.1411
H: -7.7273 21.4012 -6.5032
H: -7.1494 19.7763 -6.8671
H: -8.2281 20.0387 -5.5521
H: -9.7254 18.9257 -9.2165
H: -8.1568 18.5510 -8.5030
H: -8.3296 20.0484 -9.4187
H: -9.1917 22.0791 -9.3691
C: -19.1562 18.4389 -6.6026
C: -19.9982 17.3747 -5.8918
C: -21.4171 17.3920 -6.5092
C: -19.3348 16.0379 -6.1966
C: -19.8046 14.8965 -5.2995
C: -19.4764 15.2831 -3.8654
C: -20.1778 16.5696 -3.4148
C: -21.6593 16.3424 -3.1310
C: -19.4660 17.0572 -2.1308
N: -19.9871 17.5942 -4.4494
O: -20.5489 18.8316 -4.0843
H: -18.4352 18.8518 -5.8917
H: -18.6223 18.0377 -7.4584
H: -19.7411 19.3337 -6.8333
H: -22.0352 16.5324 -6.2604
H: -21.8808 18.3547 -6.2843
H: -21.2963 17.3817 -7.5960
H: -19.5615 15.7475 -7.2269
H: -18.2474 16.1175 -6.1050
H: -20.8958 14.8470 -5.3153
H: -19.3034 13.9794 -5.5989
H: -18.4085 15.3176 -3.6374
H: -19.8770 14.4978 -3.2103
H: -22.2614 15.9738 -3.9668
H: -22.0846 17.2261 -2.6546
H: -21.8474 15.5135 -2.4314
H: -19.6283 16.2747 -1.3909
H: -19.9084 18.0141 -1.8682
H: -18.4230 17.1426 -2.4203
H: -21.4776 18.8008 -4.3610
C: -14.5569 23.0561 -1.6062
C: -14.4458 21.5190 -1.6251
C: -12.9709 21.1379 -1.4760
C: -15.2643 21.0285 -0.4181
C: -15.6267 19.5717 -0.4953
C: -16.3559 19.2873 -1.8168
C: -15.4884 19.6578 -3.0047
C: -14.3275 18.6824 -3.1860
C: -16.3647 19.5462 -4.2518
N: -15.0867 21.0556 -2.8483
O: -14.2717 21.4653 -3.9492
H: -14.2912 23.4348 -0.6183
H: -13.7829 23.4659 -2.2631
H: -15.5343 23.3661 -1.9643
H: -12.8827 20.1325 -1.0512
H: -12.4045 21.0942 -2.4058
H: -12.4526 21.8018 -0.7822
H: -14.6403 21.2023 0.4668
H: -16.1352 21.6758 -0.2996
H: -14.7670 18.8987 -0.4280
H: -16.2682 19.1796 0.3012
H: -17.3457 19.7364 -1.9003
H: -16.4879 18.2007 -1.8061
H: -14.6851 17.6555 -3.3212
H: -13.6657 18.6349 -2.3231
H: -13.7270 18.8983 -4.0696
H: -17.0567 20.3911 -4.3445
H: -17.0173 18.6708 -4.2101
H: -15.8097 19.4824 -5.1935
H: -14.8597 21.3750 -4.7059

# 2
The following is a quantum chemistry calculation of C27H58Cl6N6O9 as an isolated structure in a non-equilibrium geometry, from the OMol25 dataset.

The value obtained for the HOMO-LUMO gap is 7.18 eV. The calculated total energy is -131414.4585 eV. For the maximum force, the calculation gives 12.5 eV/Å. For the energy above the lowest of the compared OMol25 structures with the same formula, charge and spin, the calculation gives 3010.56 kJ/mol.

Geometry (Å):
C: 3.9146 -0.3213 0.6198
C: 2.4723 -0.5002 0.9526
O: 2.2716 -1.7847 0.4006
C: 3.1238 -2.0914 -0.4829
O: 2.9532 -2.9919 -1.2670
O: 4.1658 -1.2710 -0.4034
H: 4.5093 -0.6824 1.4589
H: 4.1985 0.6900 0.3285
H: 1.9691 0.3622 0.5154
H: 2.3097 -0.5013 2.0305
C: -3.6338 2.6376 -4.2879
C: -2.9382 1.3229 -4.0440
O: -3.0084 0.4826 -4.9666
N: -2.2373 1.2370 -2.8952
C: -1.4315 0.0243 -2.4107
H: -2.9451 3.1369 -4.9694
H: -3.4661 3.2367 -3.3930
H: -4.7081 2.6996 -4.4616
H: -2.4530 1.8580 -2.1284
H: -0.3960 0.2436 -2.6709
H: -1.8675 -0.8645 -2.8668
H: -1.6160 0.0492 -1.3367
C: 0.3616 -4.8141 2.6836
C: -1.1299 -4.7798 2.3580
O: -1.9402 -4.4333 3.2586
N: -1.5924 -5.0507 1.1061
C: -1.2269 -6.1119 0.0940
H: 0.4579 -4.9619 3.7592
H: 0.9402 -3.9732 2.3011
H: 0.7657 -5.7422 2.2793
H: -2.5815 -4.8911 0.9781
H: -2.1872 -6.4739 -0.2734
H: -0.7238 -6.9229 0.6206
H: -0.6017 -5.7004 -0.6984
C: 1.1183 0.5864 -2.7257
C: 2.2879 1.0640 -1.8693
O: 3.4076 0.5079 -1.9969
N: 2.0854 2.1144 -1.0937
C: 3.0094 2.9881 -0.3724
H: 1.1263 1.0123 -3.7290
H: 0.2037 0.9412 -2.2507
H: 1.2498 -0.4767 -2.9274
H: 1.1272 2.4021 -0.9548
H: 3.8452 3.2886 -1.0043
H: 3.2525 2.3935 0.5082
H: 2.5460 3.9420 -0.1205
C: -0.1253 4.5848 -1.8874
C: -0.6318 3.2778 -1.4488
O: -0.5255 2.2256 -2.1067
N: -1.2630 3.1793 -0.2930
C: -1.6020 4.1521 0.6753
H: 0.9524 4.4267 -1.9302
H: -0.4549 5.4527 -1.3163
H: -0.4161 4.7346 -2.9272
H: -1.5918 2.2556 -0.0508
H: -2.5887 4.5699 0.4754
H: -0.9250 4.9793 0.8884
H: -1.7487 3.7372 1.6726
C: 0.2856 -2.8481 -0.2709
C: -0.1259 -1.3867 -0.6447
O: -0.0352 -1.0387 -1.8450
N: -0.3443 -0.4890 0.3355
C: -0.5298 0.9026 0.2632
H: 1.3002 -2.9269 -0.6613
H: -0.3088 -3.5180 -0.8922
H: 0.1411 -3.1978 0.7513
H: -0.2217 -0.8570 1.2681
H: -0.2497 1.4485 -0.6377
H: -0.1383 1.3607 1.1715
H: -1.6167 0.9831 0.2485
C: 0.3924 1.0710 3.5521
C: 0.4316 -0.3336 3.2604
O: 0.9013 -0.7225 2.1480
N: -0.1460 -1.1232 4.1378
C: -0.6330 -2.4370 3.6273
H: 1.4051 1.4102 3.7701
H: -0.3120 1.3767 4.3257
H: 0.0208 1.6217 2.6879
H: -0.5557 -0.7592 4.9863
H: -0.7031 -3.1899 4.4124
H: -0.0736 -2.9226 2.8277
H: -1.6706 -2.2389 3.3587
Cl: 0.7997 -0.7303 -5.1308
C: -0.1712 -1.9859 -4.3542
C: 0.5420 -2.9103 -3.3469
Cl: 1.0292 -4.4253 -4.2127
H: -0.7751 -2.5164 -5.0903
H: -1.0610 -1.6459 -3.8245
H: 0.0304 -3.3731 -2.5030
H: 1.3604 -2.4212 -2.8186
Cl: -4.9859 0.8633 1.7916
C: -3.3712 0.2988 1.2691
C: -2.2014 0.6131 2.1359
Cl: -1.6615 2.3078 2.0564
H: -3.1741 0.7756 0.3090
H: -3.4086 -0.7603 1.0142
H: -1.4186 -0.1322 1.9949
H: -2.3998 0.6117 3.2076
Cl: 0.9005 2.3350 0.9058
C: 1.4598 3.2987 2.3753
C: 2.9555 2.9429 2.6595
Cl: 3.2386 1.2536 3.2475
H: 0.8315 2.9975 3.2135
H: 1.3389 4.3406 2.0785
H: 3.1046 3.6020 3.5147
H: 3.7560 3.0188 1.9236